[1]
Formula: C43H65N12O17
Source: the OMol25 dataset
Level of theory: ωB97M-V with the def2-TZVPD basis set

Atoms and positions in Å:
C1 2.922 -5.142 -1.315
C2 2.484 -3.772 -0.712
N1 2.966 -2.629 -1.533
C3 3.587 -1.498 -1.012
C4 3.552 -0.459 -1.990
N2 2.652 -0.882 -2.938
C5 2.386 -2.199 -2.722
C6 2.217 -0.063 -3.975
H1 2.271 -5.881 -0.848
H2 3.983 -5.314 -1.131
H3 2.807 -5.155 -2.399
H4 2.789 -3.461 0.288
H5 1.415 -3.736 -0.925
H6 4.146 -1.580 -0.092
H7 3.801 0.585 -1.869
H8 1.779 -2.855 -3.328
H9 2.656 -0.439 -4.899
H10 2.489 0.937 -3.636
H11 1.129 -0.042 -3.912
O1 -0.351 -0.600 1.713
C7 0.437 -0.361 0.565
C8 -0.252 0.136 -0.826
O2 -1.300 1.104 -0.920
H12 1.092 -1.196 0.318
H13 1.043 0.434 1.000
H14 -0.745 -0.790 -1.125
H15 0.459 0.304 -1.635
C9 -2.494 0.593 -5.694
C10 -3.389 -0.217 -6.448
C11 -3.685 -1.393 -5.923
C12 -3.335 -1.717 -4.600
C13 -2.435 -0.855 -3.876
C14 -1.934 0.281 -4.483
O3 -1.174 1.129 -3.751
O4 -4.293 -2.339 -6.703
H16 -2.271 1.548 -6.146
H17 -3.812 0.186 -7.356
H18 -3.520 -2.690 -4.169
H19 -1.990 -1.050 -2.912
H20 -1.189 0.972 -2.804
H21 -4.933 -1.885 -7.256
C15 -0.947 5.376 2.759
C16 -0.195 6.510 2.349
C17 0.898 6.284 1.530
C18 1.256 5.064 1.039
C19 0.470 3.946 1.457
C20 -0.577 4.145 2.345
O5 -1.190 3.067 2.917
O6 1.674 7.266 1.107
H22 -1.778 5.558 3.424
H23 -0.472 7.517 2.626
H24 2.205 4.903 0.550
H25 0.762 2.978 1.078
H26 -1.764 3.259 3.662
H27 1.159 8.071 1.014
C21 -4.127 6.280 -1.546
C22 -3.840 5.341 -0.572
C23 -2.678 4.632 -0.767
C24 -1.764 4.822 -1.812
C25 -2.027 5.780 -2.756
C26 -3.189 6.563 -2.553
O7 -3.609 7.435 -3.472
O8 -2.406 3.616 0.107
H28 -5.004 6.898 -1.420
H29 -4.501 5.161 0.263
H30 -0.914 4.156 -1.836
H31 -1.348 5.920 -3.584
H32 -3.513 7.019 -4.332
H33 -1.876 2.981 -0.380
C27 0.402 -3.489 6.648
C28 -0.463 -2.673 5.992
C29 -0.074 -1.928 4.904
C30 1.305 -1.864 4.504
C31 2.232 -2.664 5.132
C32 1.789 -3.489 6.237
O9 2.719 -4.209 6.867
O10 -0.950 -1.065 4.307
H34 0.132 -4.160 7.450
H35 -1.498 -2.647 6.300
H36 1.531 -1.358 3.577
H37 3.251 -2.709 4.776
H38 2.373 -4.902 7.435
H39 -0.664 -0.920 3.402
C33 -0.016 -4.473 2.763
C34 -0.046 -5.595 3.614
C35 -0.875 -6.714 3.305
C36 -1.862 -6.489 2.331
C37 -1.840 -5.360 1.460
C38 -0.829 -4.376 1.646
O11 -0.691 -3.430 0.681
O12 -0.838 -7.827 4.145
H40 0.788 -3.757 2.845
H41 0.594 -5.625 4.483
H42 -2.662 -7.190 2.143
H43 -2.585 -5.355 0.678
H44 -0.238 -2.611 0.893
H45 -0.185 -7.639 4.824
C39 4.694 2.659 0.974
O13 4.860 1.524 0.665
N3 5.393 3.682 0.680
N4 3.654 3.083 1.647
H46 5.041 4.462 1.216
H47 6.272 3.693 0.183
H48 3.460 4.066 1.776
H49 2.991 2.445 2.064
C40 1.673 2.267 4.764
O14 2.222 1.772 5.703
N5 1.629 3.535 4.527
N6 1.098 1.505 3.859
H50 0.822 3.928 4.065
H51 2.060 4.034 5.292
H52 1.099 0.495 3.882
H53 0.537 1.939 3.140
C41 -0.629 -5.204 -3.075
O15 0.039 -5.803 -3.935
N7 -1.204 -5.771 -2.123
N8 -0.911 -3.888 -3.080
H54 -1.001 -6.743 -1.938
H55 -1.903 -5.306 -1.563
H56 -1.167 -3.528 -2.171
H57 -0.616 -3.441 -3.935
C42 -4.056 -3.152 -1.315
O16 -3.842 -4.330 -1.151
N9 -3.398 -2.129 -0.852
N10 -5.210 -2.700 -1.774
H58 -3.841 -1.223 -0.913
H59 -2.428 -2.207 -0.581
H60 -5.925 -3.280 -2.189
H61 -5.550 -1.771 -1.569
C43 2.508 4.175 -2.560
O17 2.361 4.805 -3.592
N11 1.754 3.243 -2.118
N12 3.511 4.333 -1.789
H62 0.866 3.137 -2.586
H63 1.926 2.869 -1.195
H64 4.098 5.145 -1.921
H65 3.649 3.639 -1.069

- Multiplicity: 2
- Maximum force: 0.148 Eh/bohr
- Total charge: -2
- LUMO energy (spin up / spin down): 3.401 / 3.401 eV
- E: -98330.897 eV
- Kohn-Sham gap (spin up / spin down): 0.100 / 0.186 hartree
- HOMO energy (spin up / spin down): 0.69 / -1.67 eV

These are the Mulliken partial charges, in e, on atoms 1 to 2: -1.51, 0.26

***

[2]
Formula: C8H4Cl6CrO8S
Source: the OMol25 dataset
Level of theory: ωB97M-V with the def2-TZVPD basis set

Atoms and positions in Å:
Cr1 16.331 -1.990 11.854
S1 18.208 -3.281 13.279
O1 18.494 -2.789 14.601
O2 18.278 -2.173 12.228
O3 19.045 -4.412 12.915
O4 16.722 -3.597 13.115
C1 17.082 0.709 14.288
C2 17.032 0.381 15.681
C3 16.007 -0.669 16.151
O5 16.062 -1.072 17.299
C4 15.125 -1.222 15.171
C5 15.158 -0.874 13.854
C6 16.254 0.126 13.368
O6 16.434 0.131 12.090
O7 14.553 -1.502 12.900
O8 17.890 0.750 16.468
H1 17.817 1.427 13.946
H2 14.448 -2.019 15.456
C7 16.129 -5.592 10.867
Cl1 14.965 -6.649 10.035
Cl2 16.158 -4.007 10.066
Cl3 17.722 -6.308 10.887
H3 15.804 -5.421 11.887
C8 17.964 0.380 8.231
Cl4 16.488 1.258 7.853
Cl5 18.678 -0.304 6.748
Cl6 17.711 -0.865 9.441
H4 18.683 1.076 8.642

- Multiplicity: 5
- Maximum force: 0.044 Eh/bohr
- Total charge: -2
- Energy relative to the best compared isomer or geometry (same formula, charge and spin): 24.3 kcal/mol
- LUMO energy (spin up / spin down): 3.857 / 3.854 eV
- E: -139134.514 eV
- Kohn-Sham gap (spin up / spin down): 0.195 / 0.196 hartree
- HOMO energy (spin up / spin down): -1.46 / -1.48 eV

These are the natural (NBO) partial charges, in e, on atoms 1 to 2: 1.21, 2.57

***

[3]
Formula: C10H16BrNO4Sn
Source: the OMol25 dataset
Level of theory: ωB97M-V with the def2-TZVPD basis set

Atoms and positions in Å:
C1 -2.263 3.165 -2.748
C2 -1.228 3.428 -1.465
C3 -1.565 2.189 -0.393
C4 -0.161 1.672 0.353
O1 0.572 0.906 -0.677
C5 1.690 0.141 -0.103
O2 2.729 0.307 -1.170
C6 2.239 -0.687 -2.179
O3 1.921 -0.513 -3.468
O4 2.170 -1.918 -1.329
C7 1.253 -1.469 -0.228
Br1 -0.545 -1.796 -1.133
N1 1.669 -2.401 0.889
C8 0.691 -2.547 1.842
C9 -0.408 -3.802 1.885
C10 0.545 -1.469 3.113
H1 -3.246 2.701 -2.263
H2 -2.597 4.159 -3.269
H3 -1.767 2.382 -3.497
H4 -1.560 4.424 -0.948
H5 -0.101 3.443 -1.782
H6 -2.341 2.524 0.427
H7 -1.968 1.257 -1.015
H8 0.464 2.600 0.728
H9 -0.458 0.946 1.224
H10 2.201 0.495 0.891
H11 0.074 -4.746 2.432
H12 -1.309 -3.476 2.595
H13 -0.864 -4.053 0.837
H14 1.012 -2.044 4.045
H15 1.095 -0.459 2.897
H16 -0.605 -1.346 3.366
Sn1 2.663 -4.012 0.143

- Multiplicity: 1
- Maximum force: 0.215 Eh/bohr
- Total charge: +2
- LUMO energy: -10.472 eV
- E: -96156.592 eV
- Kohn-Sham gap: 0.183 hartree
- HOMO energy: -15.46 eV

These are the natural (NBO) partial charges, in e, on atoms 1 to 2: -0.63, -0.42

***

Repeat the second record exactly.
Formula: C8H4Cl6CrO8S
Source: the OMol25 dataset
Level of theory: ωB97M-V with the def2-TZVPD basis set

Atoms and positions in Å:
Cr1 16.331 -1.990 11.854
S1 18.208 -3.281 13.279
O1 18.494 -2.789 14.601
O2 18.278 -2.173 12.228
O3 19.045 -4.412 12.915
O4 16.722 -3.597 13.115
C1 17.082 0.709 14.288
C2 17.032 0.381 15.681
C3 16.007 -0.669 16.151
O5 16.062 -1.072 17.299
C4 15.125 -1.222 15.171
C5 15.158 -0.874 13.854
C6 16.254 0.126 13.368
O6 16.434 0.131 12.090
O7 14.553 -1.502 12.900
O8 17.890 0.750 16.468
H1 17.817 1.427 13.946
H2 14.448 -2.019 15.456
C7 16.129 -5.592 10.867
Cl1 14.965 -6.649 10.035
Cl2 16.158 -4.007 10.066
Cl3 17.722 -6.308 10.887
H3 15.804 -5.421 11.887
C8 17.964 0.380 8.231
Cl4 16.488 1.258 7.853
Cl5 18.678 -0.304 6.748
Cl6 17.711 -0.865 9.441
H4 18.683 1.076 8.642

- Multiplicity: 5
- Maximum force: 0.044 Eh/bohr
- Total charge: -2
- Energy relative to the best compared isomer or geometry (same formula, charge and spin): 24.3 kcal/mol
- LUMO energy (spin up / spin down): 3.857 / 3.854 eV
- E: -139134.514 eV
- Kohn-Sham gap (spin up / spin down): 0.195 / 0.196 hartree
- HOMO energy (spin up / spin down): -1.46 / -1.48 eV

These are the natural (NBO) partial charges, in e, on atoms 1 to 2: 1.21, 2.57